Record 1
Here is one molecule with the formula C20H24N4O4S2 from the Open Molecules 2025 dataset. Energies are from ωB97M-V with the def2-TZVPD basis set.

Geometry as XYZ:
```
54
C20H24N4O4S2 ωB97M-V with the def2-TZVPD basis set
C -3.008 -1.751 -1.763
C -3.691 -0.819 -0.792
O -4.329 -1.223 0.159
N -3.603 0.515 -1.056
C -2.781 1.143 -2.064
H -3.420 1.566 -2.852
C -1.942 2.269 -1.410
N -1.774 2.039 0.006
S -0.671 0.819 0.351
O -0.975 0.276 1.640
O -0.520 -0.094 -0.751
C 0.852 1.747 0.492
C 1.851 1.501 -0.421
C 3.124 2.020 -0.203
C 3.334 2.874 0.872
C 2.301 3.162 1.751
C 1.062 2.567 1.586
H 0.261 2.712 2.294
H 2.476 3.822 2.586
H 4.319 3.288 1.025
C 4.263 1.617 -1.080
O 5.056 2.385 -1.571
N 4.348 0.264 -1.309
C 3.559 -0.706 -0.730
N 3.185 -0.712 0.498
C 2.278 -1.692 0.754
C 1.951 -2.477 -0.309
S 2.830 -1.974 -1.720
C 0.965 -3.588 -0.282
C 0.088 -3.428 0.962
C 0.958 -3.209 2.198
C 1.667 -1.858 2.104
H 2.439 -1.756 2.869
H 0.941 -1.053 2.251
H 0.341 -3.233 3.096
H 1.697 -4.011 2.270
H -0.534 -4.316 1.086
H -0.566 -2.564 0.834
H 0.354 -3.569 -1.187
H 1.489 -4.551 -0.256
H 5.035 -0.025 -1.996
H 1.628 0.873 -1.270
C -3.021 2.037 0.748
H -2.850 1.424 1.633
C -4.160 1.454 -0.107
H -4.675 2.245 -0.662
H -4.876 0.918 0.516
H -3.248 3.063 1.057
H -0.949 2.311 -1.857
H -2.424 3.243 -1.532
H -2.113 0.407 -2.503
H -1.930 -1.621 -1.679
H -3.323 -1.558 -2.785
H -3.266 -2.770 -1.490
```

Values from the calculation:
HOMO-LUMO gap = 8.64 eV
DFT total energy = -56951.3309 eV
E_HOMO = -8.339 eV
SMILES = CC(=O)N1CCN(S(=O)(=O)c2cccc(C(=O)Nc3nc4c(s3)CCCC4)c2)CC1
M = 448.57 Da
maximum force = 0.0244 Eh/bohr



Record 2
Here is a 2-piece molecular cluster, C20H24N8O3 overall from the Open Molecules 2025 dataset. Energies are from ωB97M-V with the def2-TZVPD basis set.

Geometry as XYZ:
```
55
C20H24N8O3 ωB97M-V with the def2-TZVPD basis set
O 3.241 -1.441 -1.497
O 4.249 0.988 -4.470
O -3.867 1.147 0.579
N -7.457 -0.451 2.189
N -7.399 -1.729 2.303
N -6.227 0.086 1.911
C 2.799 -0.548 -0.789
C 4.196 1.044 -3.248
C -3.302 0.175 1.055
C -5.385 -0.897 1.838
C -0.080 2.911 -3.099
C -0.278 -2.954 3.691
C -0.387 1.619 -3.532
C -0.126 3.217 -1.737
C -0.500 -1.652 4.147
C -0.528 -3.274 2.354
C -0.744 0.638 -2.599
C -0.486 2.233 -0.810
C -0.968 -0.671 3.268
C -1.000 -2.295 1.475
C -0.809 0.935 -1.233
C -1.221 -0.978 1.920
N -6.103 -2.028 2.100
N -4.017 -0.871 1.614
N 5.348 1.021 -2.565
N 2.631 0.707 -1.199
N -1.194 -0.093 -0.371
C 2.428 -0.836 0.646
C 5.592 1.236 -1.139
C 2.815 1.166 -2.581
C -1.752 0.110 0.999
H 0.191 3.676 -3.821
H 0.093 -3.714 4.372
H -0.347 1.377 -4.591
H 0.103 4.224 -1.400
H -0.304 -1.401 5.187
H -0.344 -4.284 1.996
H -0.979 -0.360 -2.952
H -0.517 2.514 0.234
H -1.133 0.335 3.645
H -1.175 -2.573 0.439
H -5.726 -2.969 2.096
H -3.467 -1.660 1.927
H 6.156 0.869 -3.149
H 2.200 1.350 -0.555
H -1.474 -0.948 -0.846
H 3.008 -0.197 1.308
H 2.638 -1.881 0.865
H 1.367 -0.641 0.782
H 6.614 1.590 -0.992
H 5.467 0.296 -0.599
H 4.908 1.986 -0.741
H 2.542 2.218 -2.622
H 2.117 0.615 -3.211
H -1.407 1.062 1.404
```

Values from the calculation:
HOMO-LUMO gap = 8.40 eV
DFT total energy = -39192.3297 eV
E_HOMO = -8.379 eV
SMILES = O=C(Nc1nnn[nH]1)[C@H](Nc1ccccc1)c1ccccc1.CNC(=O)CNC(C)=O
M = 424.46 Da
maximum force = 0.0524 Eh/bohr



Record 3
Here is one molecule with the formula C20H24O5S from the Open Molecules 2025 dataset. Energies are from ωB97M-V with the def2-TZVPD basis set.

Geometry as XYZ:
```
50
C20H24O5S ωB97M-V with the def2-TZVPD basis set
C 1.923 4.683 -1.048
C 3.136 3.897 -0.569
C 2.842 2.409 -0.366
C 1.991 2.102 0.857
H 2.107 2.841 1.645
H 2.201 1.105 1.234
S 0.202 2.069 0.466
O -0.372 3.357 0.752
O 0.012 1.549 -0.862
C -0.523 0.932 1.719
C -0.472 -0.520 1.288
C -1.538 -0.817 0.224
O -2.790 -0.564 0.815
C -3.910 -0.658 0.034
C -3.917 -1.021 -1.306
C -5.119 -1.084 -1.992
C -6.313 -0.792 -1.360
C -6.304 -0.431 -0.021
C -5.114 -0.363 0.673
H -5.089 -0.084 1.715
H -7.230 -0.200 0.484
H -7.244 -0.844 -1.903
H -5.115 -1.366 -3.035
H -3.000 -1.253 -1.824
H -1.456 -1.870 -0.081
H -1.359 -0.166 -0.640
H -0.640 -1.188 2.146
O 0.820 -0.773 0.749
C 1.279 -2.042 0.786
O 0.701 -2.941 1.342
C 2.575 -2.166 0.085
C 2.966 -1.229 -0.869
C 4.180 -1.375 -1.512
C 5.005 -2.448 -1.211
C 4.612 -3.388 -0.271
C 3.397 -3.253 0.375
H 3.069 -3.974 1.108
H 5.252 -4.227 -0.045
H 5.953 -2.556 -1.716
H 4.485 -0.652 -2.255
H 2.306 -0.410 -1.107
H 0.042 1.116 2.629
H -1.554 1.246 1.853
H 3.790 1.871 -0.275
H 2.318 2.025 -1.243
H 3.935 3.988 -1.309
H 3.506 4.323 0.367
H 1.570 4.287 -1.998
H 1.107 4.619 -0.335
H 2.183 5.730 -1.186
```

Values from the calculation:
HOMO-LUMO gap = 8.91 eV
DFT total energy = -42202.0549 eV
E_HOMO = -8.613 eV
SMILES = CCCCS(=O)(=O)C[C@@H](COc1ccccc1)OC(=O)c1ccccc1
M = 376.47 Da
maximum force = 0.0189 Eh/bohr



Record 4
Here is a 3-piece molecular cluster, C20H25ClN2O6 overall from the Open Molecules 2025 dataset. Energies are from ωB97M-V with the def2-TZVPD basis set.

Geometry as XYZ:
```
54
C20H25ClN2O6 ωB97M-V with the def2-TZVPD basis set
C -1.846 -3.968 0.460
C -0.963 -3.312 -0.601
C 0.405 -3.959 -0.815
C 1.485 -3.647 0.217
C 1.777 -2.165 0.306
C 3.095 -1.767 0.975
C 3.496 -2.546 2.213
Cl 4.435 -1.834 -0.233
O 1.114 -4.096 1.554
C 1.332 -5.396 1.796
O 1.777 -5.798 2.828
H -1.331 -4.099 1.410
H -2.719 -3.342 0.653
H -2.219 -4.937 0.123
H -1.494 -3.376 -1.555
H -0.859 -2.246 -0.391
H 0.805 -3.587 -1.764
H 0.297 -5.040 -0.945
H 2.405 -4.164 -0.075
H 0.968 -1.627 0.807
H 1.811 -1.800 -0.719
H 3.013 -0.717 1.255
H 4.406 -2.134 2.646
H 3.643 -3.602 1.992
H 2.688 -2.488 2.944
H 1.039 -6.075 0.980
C 2.860 4.277 0.157
C 3.329 2.972 0.252
C 2.714 1.960 -0.465
C 1.638 2.286 -1.272
C 1.158 3.575 -1.386
C 1.777 4.577 -0.656
N 0.981 1.216 -2.039
O 1.380 0.079 -1.867
O 0.076 1.520 -2.789
H 3.342 5.064 0.722
H 4.175 2.741 0.884
H 3.070 0.941 -0.413
H 0.313 3.789 -2.022
H 1.408 5.591 -0.720
C -5.579 2.449 -0.973
C -5.692 3.772 -0.565
C -4.584 4.448 -0.081
C -3.378 3.775 -0.018
C -3.241 2.458 -0.415
C -4.357 1.794 -0.897
N -2.190 4.492 0.480
O -2.326 5.648 0.823
O -1.139 3.882 0.509
H -6.447 1.927 -1.354
H -6.645 4.280 -0.625
H -4.652 5.476 0.240
H -2.282 1.967 -0.354
H -4.270 0.765 -1.216
```

Values from the calculation:
HOMO-LUMO gap = 9.34 eV
DFT total energy = -48928.0183 eV
E_HOMO = -10.020 eV
SMILES = CCC[C@@H](C[C@@H](C)Cl)OC=O.O=[N+]([O-])c1ccccc1.O=[N+]([O-])c1ccccc1
M = 424.88 Da
maximum force = 0.0075 Eh/bohr



Record 5
Here is a 6-piece molecular cluster, C20H25ClN5 overall from the Open Molecules 2025 dataset. Energies are from ωB97M-V with the def2-TZVPD basis set.

Geometry as XYZ:
```
51
C20H25ClN5 ωB97M-V with the def2-TZVPD basis set
Cl 1.632 -0.220 1.453
N -0.833 -1.986 2.682
C -1.891 -2.306 1.872
C -2.613 -3.282 2.517
C -1.956 -3.580 3.733
C -0.851 -2.756 3.797
H -0.094 -1.334 2.421
H -2.008 -1.771 0.945
H -3.481 -3.791 2.127
H -2.254 -4.296 4.481
H -0.072 -2.678 4.537
N 1.613 -3.810 -1.836
C 2.114 -2.604 -1.434
C 2.900 -2.124 -2.452
C 2.880 -3.078 -3.497
C 2.077 -4.118 -3.086
H 0.917 -4.354 -1.359
H 1.834 -2.162 -0.493
H 3.351 -1.145 -2.499
H 3.340 -3.027 -4.471
H 1.783 -5.022 -3.592
N -0.631 -0.215 -0.916
C -1.514 0.818 -0.734
C -2.021 1.160 -1.960
C -1.407 0.318 -2.924
C -0.551 -0.521 -2.244
H 0.024 -0.530 -0.203
H -1.673 1.212 0.256
H -2.698 1.966 -2.188
H -1.511 0.359 -3.996
H 0.082 -1.317 -2.600
N 1.237 2.297 -2.218
C 1.460 2.993 -3.369
C 2.294 4.048 -3.062
C 2.564 3.970 -1.674
C 1.912 2.870 -1.180
H 0.570 1.541 -2.132
H 1.035 2.676 -4.306
H 2.678 4.791 -3.742
H 3.181 4.668 -1.130
H 1.869 2.450 -0.187
N -0.783 1.857 2.766
C -1.200 3.157 2.652
C -2.052 3.431 3.685
C -2.171 2.246 4.473
C -1.376 1.308 3.862
H -0.277 1.328 2.066
H -0.929 3.796 1.828
H -2.468 4.403 3.897
H -2.759 2.108 5.363
H -1.272 0.255 4.069
```

Values from the calculation:
net charge = -1
HOMO-LUMO gap = 8.51 eV
DFT total energy = -41121.2693 eV
E_HOMO = -5.566 eV
M = 370.91 Da
maximum force = 0.0130 Eh/bohr